# 1
Molecular formula: C2H5NO4S2
Method: DFT, ωB97M-V with the def2-TZVPD basis set

Element x y z (Å)
1 C -1.682 -0.456 -1.374
2 C 2.056 0.293 1.594
3 N -0.918 0.636 -0.503
4 O -3.272 1.748 -0.963
5 O -3.358 0.027 0.687
6 O 2.764 0.033 -1.229
7 O 2.136 -1.946 0.026
8 S -2.474 0.643 -0.324
9 S 1.708 -0.490 -0.223
10 H -1.690 -0.229 -2.429
11 H -1.625 -1.541 -1.012
12 H 2.969 0.870 1.595
13 H 1.241 0.983 1.864
14 H 2.145 -0.572 2.291

Results
**Total charge**: -2
**Gap between HOMO and LUMO**: 6.08 eV
**Energy relative to the best compared isomer or geometry (same formula, charge and spin)**: 25.8 kcal per mole
**Max |F|**: 3.52 eV Å⁻¹
**LUMO level**: 6.189 eV

The Löwdin scheme yields these atomic charges, measured in e: atom 1 (C): -0.34, atom 2 (C): -0.26, atom 3 (N): -0.29, atom 4 (O): -0.49, atom 5 (O): -0.46, atom 6 (O): -0.66, atom 7 (O): -0.67, atom 8 (S): 0.47, atom 9 (S): 0.62, atom 10 (H): 0.04, atom 11 (H): 0.07, atom 12 (H): -0.02, atom 13 (H): -0.01, atom 14 (H): 0.00


# 2
Molecular formula: C2H5NOS
Method: DFT, ωB97M-V with the def2-TZVPD basis set

Element x y z (Å)
1 C 0.649 -0.001 0.353
2 C -1.770 0.158 -0.006
3 N -0.388 0.321 -0.365
4 O 3.218 -0.409 0.707
5 S 2.150 0.131 -0.480
6 H 2.762 -1.235 0.925
7 H -2.155 0.730 0.803
8 H -2.292 0.406 -0.923
9 H -2.104 -0.848 0.300
10 H -0.070 0.746 -1.314

Results
**Gap between HOMO and LUMO**: 9.11 eV
**Energy relative to the best compared isomer or geometry (same formula, charge and spin)**: 74.9 kcal per mole
**Max |F|**: 3.20 eV Å⁻¹
**LUMO level**: 0.432 eV

The Löwdin scheme yields these atomic charges, measured in e: atom 1 (C): -0.44, atom 2 (C): -0.10, atom 3 (N): -0.23, atom 4 (O): -0.47, atom 5 (S): 0.84, atom 6 (H): 0.01, atom 7 (H): 0.07, atom 8 (H): 0.08, atom 9 (H): 0.09, atom 10 (H): 0.15


# 3
Molecular formula: C2H5NOS
Method: DFT, ωB97M-V with the def2-TZVPD basis set

Element x y z (Å)
1 C -0.022 -0.713 0.807
2 C 0.062 0.970 -1.125
3 N -1.393 -1.622 0.589
4 O 1.255 1.414 1.128
5 S -0.081 1.057 0.742
6 H 0.951 -1.155 0.971
7 H -0.938 0.642 -1.491
8 H 0.726 0.079 -1.185
9 H 0.555 1.936 -1.289
10 H -1.115 -2.607 0.854

Results
**Gap between HOMO and LUMO (spin up / spin down)**: 8.61 / 8.88 eV
**Energy relative to the best compared isomer or geometry (same formula, charge and spin)**: 126.0 kcal per mole
**Max |F|**: 9.07 eV Å⁻¹
**LUMO level (spin up / spin down)**: -0.763 / -0.834 eV

The Löwdin scheme yields these atomic charges, measured in e: atom 1 (C): -0.27, atom 2 (C): -0.21, atom 3 (N): 0.02, atom 4 (O): -0.54, atom 5 (S): 0.80, atom 6 (H): 0.06, atom 7 (H): 0.06, atom 8 (H): 0.04, atom 9 (H): 0.05, atom 10 (H): -0.01


# 4
Molecular formula: C2H5NOS
Method: DFT, ωB97M-V with the def2-TZVPD basis set

Element x y z (Å)
1 C 0.260 1.379 0.848
2 C 0.375 -0.234 -0.830
3 H 0.592 2.422 1.061
4 H 0.532 0.779 1.777
5 H -0.791 1.448 0.838
6 H 1.075 -0.530 -1.752
7 H -1.604 -2.947 -0.207
8 N -0.636 -0.854 -0.325
9 O 0.826 0.929 -0.365
10 S -0.630 -2.392 -1.046

Results
**Gap between HOMO and LUMO**: 9.40 eV
**Energy relative to the best compared isomer or geometry (same formula, charge and spin)**: 50.6 kcal per mole
**Max |F|**: 2.66 eV Å⁻¹
**LUMO level**: 0.969 eV

The Löwdin scheme yields these atomic charges, measured in e: atom 1 (C): -0.10, atom 2 (C): -0.43, atom 3 (H): 0.10, atom 4 (H): 0.12, atom 5 (H): 0.06, atom 6 (H): 0.16, atom 7 (H): -0.12, atom 8 (N): -0.36, atom 9 (O): -0.10, atom 10 (S): 0.67


# 5
Molecular formula: C2H5NOS
Method: DFT, ωB97M-V with the def2-TZVPD basis set

Element x y z (Å)
1 C -0.485 0.619 2.197
2 S 0.120 0.766 0.496
3 C -0.421 -0.738 -0.171
4 N -0.077 -1.219 -1.340
5 O 0.749 -0.340 -1.974
6 H -1.530 0.440 2.164
7 H -0.015 -0.200 2.699
8 H -0.250 1.558 2.673
9 H -1.140 -1.338 0.387
10 H 0.996 -0.752 -2.843

Results
**Gap between HOMO and LUMO**: 9.47 eV
**Energy relative to the best compared isomer or geometry (same formula, charge and spin)**: 56.0 kcal per mole
**Max |F|**: 2.73 eV Å⁻¹
**SMILES string**: CS/C=N\O
**LUMO level**: 0.937 eV

The Löwdin scheme yields these atomic charges, measured in e: atom 1 (C): -0.39, atom 2 (S): 0.87, atom 3 (C): -0.52, atom 4 (N): -0.10, atom 5 (O): -0.14, atom 6 (H): 0.02, atom 7 (H): 0.03, atom 8 (H): 0.03, atom 9 (H): 0.08, atom 10 (H): 0.12


# 6
Molecular formula: C2H5NOS
Method: DFT, ωB97M-V with the def2-TZVPD basis set

Element x y z (Å)
1 C -0.011 -0.862 -0.664
2 C -0.891 -0.436 0.201
3 N 2.758 1.579 3.379
4 O 0.834 -0.056 3.008
5 S 2.017 0.290 3.725
6 H 0.998 -1.058 -0.539
7 H -0.424 -1.131 -1.693
8 H -1.972 -0.334 -0.020
9 H -0.304 -0.084 1.035
10 H 2.395 2.335 2.865

Results
**Gap between HOMO and LUMO**: 9.32 eV
**Energy relative to the best compared isomer or geometry (same formula, charge and spin)**: 69.2 kcal per mole
**Max |F|**: 5.17 eV Å⁻¹
**LUMO level**: -0.684 eV

The Löwdin scheme yields these atomic charges, measured in e: atom 1 (C): -0.10, atom 2 (C): -0.08, atom 3 (N): -0.29, atom 4 (O): -0.51, atom 5 (S): 0.84, atom 6 (H): 0.02, atom 7 (H): 0.07, atom 8 (H): 0.07, atom 9 (H): 0.00, atom 10 (H): -0.01


# 7
Molecular formula: C2H5NOS
Method: DFT, ωB97M-V with the def2-TZVPD basis set

Element x y z (Å)
1 S -1.170 -1.701 -1.140
2 N -0.709 -0.262 -0.766
3 C -0.290 0.703 -0.021
4 C -0.888 1.190 -1.254
5 H 0.358 0.723 0.795
6 H -1.874 1.360 -1.246
7 H -0.334 1.483 -2.045
8 O 1.578 -1.407 2.136
9 H 2.379 -0.882 2.109
10 H 0.950 -1.207 1.434

Results
**Gap between HOMO and LUMO (spin up / spin down)**: 8.39 / 8.39 eV
**Energy relative to the best compared isomer or geometry (same formula, charge and spin)**: 105.3 kcal per mole
**Max |F|**: 4.65 eV Å⁻¹
**SMILES string**: [S-][N+]1=CC1.O
**LUMO level (spin up / spin down)**: -0.014 / -0.013 eV

The Löwdin scheme yields these atomic charges, measured in e: atom 1 (S): 0.59, atom 2 (N): -0.69, atom 3 (C): -0.06, atom 4 (C): -0.03, atom 5 (H): 0.09, atom 6 (H): 0.06, atom 7 (H): 0.07, atom 8 (O): -0.05, atom 9 (H): 0.03, atom 10 (H): 0.00


# 8
Molecular formula: C2H5NOS3
Method: DFT, ωB97M-V with the def2-TZVPD basis set

Element x y z (Å)
1 O 0.811 0.264 1.148
2 C 0.122 0.778 0.341
3 N -0.903 0.066 -0.367
4 S -1.545 1.064 -1.696
5 C -1.390 -1.172 0.086
6 S -0.699 -2.351 1.120
7 H 0.206 1.677 -0.183
8 H -2.567 1.841 -1.086
9 H -2.356 -1.665 -0.443
10 S 3.133 -0.599 0.400
11 H 1.866 -0.642 0.096
12 H 3.322 0.738 0.583

Results
**Gap between HOMO and LUMO**: 8.03 eV
**Energy relative to the best compared isomer or geometry (same formula, charge and spin)**: 63.2 kcal per mole
**Max |F|**: 3.44 eV Å⁻¹
**SMILES string**: O=CN(S)C=S.S
**LUMO level**: -0.696 eV

The Löwdin scheme yields these atomic charges, measured in e: atom 1 (O): -0.10, atom 2 (C): -0.40, atom 3 (N): -0.47, atom 4 (S): 0.79, atom 5 (C): -0.64, atom 6 (S): 0.61, atom 7 (H): 0.07, atom 8 (H): -0.09, atom 9 (H): 0.09, atom 10 (S): 0.55, atom 11 (H): -0.26, atom 12 (H): -0.18


# 9
Molecular formula: C2H5NP2
Method: DFT, ωB97M-V with the def2-TZVPD basis set

Element x y z (Å)
1 N 2.469 0.900 0.260
2 C 1.505 0.432 -0.174
3 C 0.227 -0.089 -0.616
4 P -0.096 -1.899 -0.060
5 P -1.144 1.174 0.159
6 H 0.134 -0.275 -1.742
7 H -0.776 -1.680 1.301
8 H -1.219 -1.882 -0.786
9 H -0.866 1.017 1.556
10 H -0.234 2.302 0.102

Results
**Gap between HOMO and LUMO**: 10.21 eV
**Energy relative to the best compared isomer or geometry (same formula, charge and spin)**: 23.1 kcal per mole
**Max |F|**: 2.73 eV Å⁻¹
**SMILES string**: N#CC(P)P
**LUMO level**: 0.423 eV

The Löwdin scheme yields these atomic charges, measured in e: atom 1 (N): 0.13, atom 2 (C): -0.44, atom 3 (C): -0.81, atom 4 (P): 0.75, atom 5 (P): 0.75, atom 6 (H): 0.08, atom 7 (H): -0.07, atom 8 (H): -0.17, atom 9 (H): -0.12, atom 10 (H): -0.10


# 10
Molecular formula: C2H5NP2
Method: DFT, ωB97M-V with the def2-TZVPD basis set

Element x y z (Å)
1 C 2.333 -0.651 -0.411
2 C -1.318 0.654 0.683
3 N 1.155 -0.121 -0.280
4 P -0.274 -0.895 0.312
5 P -2.746 -0.041 -0.370
6 H 3.147 -0.016 -0.794
7 H 2.688 -1.586 0.008
8 H -1.727 0.347 1.556
9 H -0.745 1.584 0.781
10 H -2.514 0.726 -1.485

Results
**Gap between HOMO and LUMO (spin up / spin down)**: 6.80 / 6.98 eV
**Energy relative to the best compared isomer or geometry (same formula, charge and spin)**: 54.9 kcal per mole
**Max |F|**: 3.55 eV Å⁻¹
**LUMO level (spin up / spin down)**: -1.009 / -1.009 eV

The Löwdin scheme yields these atomic charges, measured in e: atom 1 (C): -0.15, atom 2 (C): -0.79, atom 3 (N): -0.34, atom 4 (P): 0.75, atom 5 (P): 0.68, atom 6 (H): 0.06, atom 7 (H): 0.05, atom 8 (H): -0.09, atom 9 (H): 0.04, atom 10 (H): -0.21